Entry 1:
The following is a DFT calculation (ωB97M-V/def2-TZVPD) of a molecular structure, Br2Cl3IO12Y.

Output
Charge = -3
Gap between HOMO and LUMO = 4.888 eV
HOMO level = 1.85 eV

Structure (XYZ):
```
19
Properties=species:S:1:pos:R:3:forces:R:3
I 6.5320 11.2091 8.8696 0.416 0.389 -0.082
Y 3.3679 8.8339 8.1036 3.777 3.066 -1.209
Br 2.4083 11.6436 8.6358 -0.227 -0.616 -0.526
Br 5.7725 7.4971 8.6011 -0.427 -0.620 -0.171
Cl 4.1557 9.9409 4.8602 -1.240 2.093 3.497
Cl 1.4610 6.4879 6.9170 -3.031 1.471 0.440
Cl 3.1507 9.3653 11.3959 3.490 0.304 0.392
O 1.7527 7.9135 7.2773 -0.578 -1.568 1.835
O 3.3823 8.3516 12.4197 -2.306 0.188 -0.677
O 0.8795 6.8253 5.7026 -1.912 -1.877 -3.543
O 4.2457 9.4918 6.2787 0.096 0.786 -0.962
O 0.4989 5.9058 7.8435 1.219 0.624 -0.457
O 2.6006 5.6931 6.7913 1.587 -0.626 0.405
O 4.6203 8.8669 4.1604 1.260 -3.696 -3.409
O 2.1008 10.2930 11.5831 -1.270 -1.078 0.821
O 4.3628 9.9887 11.1859 2.925 2.958 1.709
O 3.0988 8.7766 10.0405 -3.917 -2.900 2.628
O 2.7887 10.2514 4.6030 -0.396 -0.002 -0.458
O 4.9832 11.0635 4.6888 0.534 1.104 -0.234
```
Forces are in eV/Å.



Entry 2:
The following is a DFT calculation (ωB97M-V/def2-TZVPD) of CHNOS2 in the gas phase.

Output
Energy above the lowest of the compared OMol25 structures with the same formula, charge and spin = 106.8 kJ/mol
Charge = 0
Gap between HOMO and LUMO = 8.819 eV
HOMO level = -10.23 eV

Structure (XYZ):
```
6
Properties=species:S:1:pos:R:3:forces:R:3
S 0.7646 -0.2955 2.1178 0.321 0.308 0.480
S -0.6569 -0.7593 0.8185 0.906 0.384 -1.085
O -0.5734 0.6149 -0.4350 0.777 -0.177 5.658
N -0.8943 0.7363 -2.7691 0.334 -0.425 -0.044
C -0.6796 0.5640 -1.6421 -1.000 -0.091 -4.261
H 2.0396 -0.8604 1.9099 -1.338 0.001 -0.748
```
Forces are in eV/Å.



Entry 3:
The following is a DFT calculation (ωB97M-V/def2-TZVPD) of a molecular structure, C3H32N2O13S.

Output
Charge = 0
Gap between HOMO and LUMO = 8.989 eV
HOMO level = -8.84 eV

Structure (XYZ):
```
51
Properties=species:S:1:pos:R:3:forces:R:3
S 0.5717 -1.6739 1.7884 -0.642 -0.146 1.114
O -2.0075 -0.1505 4.5181 0.557 0.330 -0.573
O -2.4038 -3.8665 1.6572 -1.207 0.433 -0.522
O -2.9863 1.9621 1.5478 -0.419 -0.747 0.830
O 3.5115 -0.6448 0.9749 -0.555 -7.167 1.586
O 3.6358 -1.3154 -1.8523 -1.187 0.378 -0.721
O 3.6596 1.2399 0.4196 1.695 10.045 -4.526
O 0.0601 1.2455 -2.2774 -0.100 0.915 -1.208
O -1.4313 -3.5027 -1.9427 0.346 0.214 -0.485
O -4.5255 -0.2037 0.7739 1.307 -0.227 -0.146
O 2.9695 0.7738 -3.7497 -0.316 -0.447 -0.223
O 2.1940 2.6749 -1.4769 -0.036 -1.380 -0.929
O -0.4070 1.9153 4.2075 -0.159 0.008 0.344
O -2.5123 2.4066 -1.5434 -0.122 0.105 0.278
N 0.7579 0.9299 0.0892 0.893 0.386 0.706
N -1.1698 -0.5960 -2.3702 -0.838 -0.578 -0.702
C -0.2060 -1.3101 0.2051 1.791 -1.426 -0.442
C 0.6051 -0.3421 -0.6197 -0.991 1.877 1.484
C -0.1728 0.1302 -1.8436 -0.169 -1.078 -0.225
H 1.8744 -1.6533 1.4482 0.186 0.247 -0.337
H 2.4515 0.4334 -4.4921 0.244 0.025 0.018
H -2.9100 2.3572 0.6868 0.595 0.600 -0.704
H -0.0937 1.2910 0.4914 -0.202 -0.210 0.153
H -1.6175 -0.2165 -3.2151 0.448 -0.185 0.803
H -1.5156 -1.5221 -2.0753 0.902 0.575 -0.053
H 4.3789 1.8674 0.5829 -0.120 0.106 0.143
H 3.7966 -0.7581 0.0595 -0.234 -0.624 0.376
H -1.2145 -1.0064 0.3483 -0.843 0.486 0.278
H 1.3291 2.1948 -1.4112 0.614 -0.661 -0.121
H -1.6490 -0.1205 3.6187 0.387 0.306 0.232
H -2.2874 2.2312 2.1517 0.148 0.227 -0.293
H 3.5610 0.3250 1.0304 -0.333 -2.212 1.817
H -0.6334 -4.0293 -1.7329 -1.181 0.202 0.247
H -5.3439 0.2513 0.9249 -0.477 0.392 0.197
H 1.8811 3.4714 -1.1160 0.089 2.176 0.787
H -3.2450 1.9743 -2.0062 0.594 0.032 0.038
H -3.8090 0.4265 1.0318 -0.844 -0.330 -0.005
H -2.1978 -3.6922 -1.3873 0.605 -0.619 0.270
H -1.1485 1.6181 4.7649 0.203 0.163 -0.316
H -2.6424 -2.9531 1.3885 0.629 -0.839 0.420
H -2.6651 -0.8128 4.4008 -1.121 -0.922 0.367
H 0.3099 1.3555 4.5292 0.076 0.095 -0.205
H -0.1973 -2.2542 -0.3077 -0.430 -0.377 -0.382
H 3.3583 1.4965 -0.4963 -0.468 0.030 0.911
H 2.3292 1.3199 -3.2815 -0.039 0.458 0.302
H 4.5226 -0.9852 -1.8288 1.001 0.127 -0.093
H 3.2193 -0.7339 -2.5394 0.439 -0.403 0.480
H 1.5045 0.9410 0.7870 -0.627 -0.340 -0.271
H -1.4674 -3.9428 1.8138 0.576 0.525 0.046
H -1.6542 2.1264 -1.9156 -0.468 -0.075 -0.125
H 1.6325 -0.6730 -0.7592 -0.196 -0.470 -0.620
```
Forces are in eV/Å.



Q: Which of these has the lowest charge?
A: Br2Cl3IO12Y



Q: Which formula does entry 1 have?
A: Br2Cl3IO12Y



Q: Look up the gap between HOMO and LUMO of the third one.
A: 8.989 eV



Q: Which formula does entry 2 have?
A: CHNOS2